Below is 11 unconnected molecules or ions with the total composition C43H64N11O5 at a distorted geometry, with properties calculated with ωB97M-V/def2-TZVPD.

Results
- ΔE to the lowest compared entry with this formula, charge and spin (kJ/mol) = 556.6
- charge = +1
- LUMO energy (eV) = -5.42
- gap between HOMO and LUMO (eV) = 3.557
- maximum force (eV Å⁻¹) = 16.3
- total energy (Ha) = -2653.98214

Cartesian coordinates (Å):
N  -0.30217  -4.71068  -1.66566
H  -7.14257  2.74035  -4.87987
H  6.91599  -0.69226  0.72012
H  -0.52388  -0.58661  8.54227
H  -4.31831  -0.55964  -5.61613
H  2.43621  2.02245  3.36765
C  -2.58034  0.90526  -0.94842
O  0.08988  -4.39681  -0.57241
H  4.81866  -2.89715  -4.27507
C  1.51756  3.45332  -3.00566
H  -3.83396  -1.26278  -2.01355
C  1.70856  -1.60084  4.66698
H  3.43852  3.53713  -3.50869
H  -2.41556  1.53878  -0.17473
O  -5.12402  1.69013  4.02782
H  1.79588  -4.38113  2.59663
C  -2.10141  -0.10686  -5.97596
H  5.51010  3.42171  1.68451
H  -2.06062  1.41275  -1.79849
C  0.63988  0.89966  0.34826
C  -0.34914  1.08845  6.79557
N  4.30438  1.17707  3.64116
N  -3.57785  1.10214  -4.64462
C  -1.21892  0.90842  5.39315
C  -1.81711  -0.53157  5.47308
C  3.09336  1.70984  4.19132
H  6.26638  0.52604  4.15777
C  2.42245  -2.90351  -4.37228
H  -5.55212  4.08811  3.20252
H  2.33990  -2.39429  -3.38122
H  -0.34224  1.00457  -5.39650
H  1.13431  2.90845  -3.63603
C  -0.76532  -0.28109  7.49561
H  3.66556  2.47081  -0.00858
C  -6.36191  0.58958  -2.25957
H  2.63857  -0.94476  0.07800
H  -1.08821  1.54475  4.47521
C  -2.36562  1.79452  -4.37926
H  -1.71393  0.07952  1.82654
O  -0.33555  -0.15287  -2.38055
C  3.23961  1.36356  5.64699
H  3.98961  -2.51277  2.37832
C  4.62914  0.86060  5.95897
C  -3.46659  -0.06609  -5.46265
H  -6.27950  2.36650  -0.61770
H  -3.93737  3.99876  2.33105
H  -1.96562  -1.77904  7.04726
H  5.00461  0.79162  7.00258
N  2.78939  -1.36834  3.89379
H  7.39105  1.91538  2.26990
H  -6.17441  -0.38448  -1.86350
C  -5.00573  3.39885  2.53909
C  1.42116  -3.60142  -5.38157
C  -2.83991  -1.29083  -2.08514
C  1.90409  4.92011  -1.09909
C  3.03147  -2.44683  3.07494
H  -2.35738  -2.25179  0.03276
H  0.24981  1.92632  7.20010
C  1.88739  -3.42523  3.20098
H  -2.19825  2.64439  -3.68164
H  1.50232  0.96290  1.07253
N  2.88017  3.79738  -2.91103
H  0.07677  -6.72820  -1.32196
H  3.98458  5.21015  -1.90904
H  4.49959  -0.21785  -0.47279
C  5.03260  0.48710  0.05020
H  2.20767  -4.74305  -7.21004
C  -1.34134  0.93834  -5.24840
C  -0.10509  -1.37708  1.06573
C  6.55227  1.58795  1.49691
C  -0.15428  -6.08377  -2.24400
H  -2.40445  -2.18113  -2.09786
C  -1.59177  -1.04303  1.49280
C  -6.78702  2.85044  -2.72208
H  1.36841  -0.99539  5.52892
H  4.54125  1.24531  2.66967
C  -2.21931  -0.54506  -0.89002
H  -6.92304  0.33503  -4.57582
H  -2.63606  -0.61224  -2.97264
N  5.50013  2.49338  1.16914
H  -3.77467  0.78982  -0.91473
C  1.69020  -1.02233  -0.55471
H  -5.28272  3.16827  1.63480
H  -6.84842  3.91986  -2.65557
H  0.61679  -6.22778  -2.91501
O  -3.87029  1.37739  2.35349
H  -3.47452  -1.31777  0.77242
N  -6.88472  2.29218  -3.98139
H  0.30466  -3.30504  4.64455
C  6.25775  0.23568  0.88256
H  0.30921  -3.54239  -5.28747
H  3.26377  -0.64706  3.98288
H  1.62373  -2.12635  -0.92145
O  -0.78459  -3.93755  -2.45728
H  -1.63369  -0.69153  -6.70511
H  1.98454  -0.35702  -1.34031
H  -1.91342  -1.80981  2.16289
C  3.87495  -3.34976  -4.76995
H  0.55493  -1.38496  2.01499
H  -0.14726  1.55926  0.87353
H  2.64936  1.28926  6.49584
C  3.10577  4.72210  -2.01405
N  -1.67103  -0.86718  6.67415
C  4.54673  1.93776  0.33379
N  3.76947  -4.15123  -5.88504
H  -2.32155  -0.97940  4.79264
C  -2.56918  -1.35041  0.36704
H  -4.45238  1.52999  -4.51178
C  2.51548  -4.27455  -6.32807
H  0.71748  1.35225  -0.63880
H  -0.29386  -2.46293  0.90591
H  -0.17007  3.99727  -1.43780
N  -0.73449  -0.52553  -1.17369
H  4.69339  -4.21918  -6.42945
H  1.71713  5.67236  -0.27191
H  -1.20038  -6.34992  -2.61580
C  -6.76879  0.85023  -3.72226
C  1.08090  -2.99402  4.31130
C  0.39190  -0.48166  -0.06821
C  -6.53103  1.96844  -1.66423
C  5.30875  0.91188  4.58039
C  0.84653  4.09599  -1.69665
N  -4.63772  2.05395  3.03099